ORCA calculation (ωB97M-V with the def2-TZVPD basis set) on an isolated ion of composition C4H3N2 and charge +1 at a distorted geometry.

Each line ends with the Mulliken charge.
CARTESIAN COORDINATES (ANGSTROEM)
C1 -2.12 0.00 -0.97  -0.074
N1 -0.96 0.04 -0.48  0.046
C2 0.20 0.00 -0.23  0.478
C3 1.46 0.18 0.26  -0.359
C4 1.89 -0.34 1.51  0.136
N2 2.40 -0.79 2.44  -0.183
H1 -2.15 0.55 -1.87  0.306
H2 -2.87 -0.36 -0.20  0.291
H3 2.15 0.72 -0.47  0.359

**Energy above the lowest of the compared OMol25 structures with the same formula, charge and spin**: 0.0 kcal/mol
**F_max**: 4.34 eV/Å
**2S+1**: 1
**Net charge**: +1
**Highest occupied orbital energy (alpha / beta)**: -15.6 / -15.6 eV
**SMILES string**: C=[N+]=C=CC#N

***

ORCA calculation (ωB97M-V with the def2-TZVPD basis set) on an isolated ion of composition C4H3N2 and charge +1 at a distorted geometry.

Each line ends with the Mulliken charge.
CARTESIAN COORDINATES (ANGSTROEM)
C1 -4.11 -0.02 0.01  0.451
C2 -1.85 0.54 -0.09  0.164
C3 -0.48 0.28 -0.07  0.184
C4 0.81 0.40 0.08  -0.277
N1 -5.25 -0.11 0.24  -0.224
N2 -2.89 -0.17 -0.28  -0.262
H1 -1.93 1.65 0.35  0.305
H2 1.76 0.33 -0.40  0.376
H3 0.83 0.81 1.12  0.283

**Energy above the lowest of the compared OMol25 structures with the same formula, charge and spin**: 51.8 kcal/mol
**F_max**: 4.07 eV/Å
**2S+1**: 1
**Net charge**: +1
**Highest occupied orbital energy (alpha / beta)**: -15.7 / -15.7 eV

***

ORCA calculation (ωB97M-V with the def2-TZVPD basis set) on C4H3N2 as an isolated structure at a distorted geometry.

Each line ends with the Mulliken charge.
CARTESIAN COORDINATES (ANGSTROEM)
C1 1.05 0.51 -2.69  0.598
C2 0.81 -0.89 -1.36  -0.170
C3 0.28 0.31 -0.76  0.607
C4 -0.37 0.75 0.33  -0.474
N1 1.26 -0.75 -2.55  -0.275
N2 0.55 1.33 -1.95  -0.290
H1 0.88 -1.99 -0.94  0.353
H2 -0.46 1.74 0.65  0.352
H3 -0.44 0.13 1.23  0.299

**Energy above the lowest of the compared OMol25 structures with the same formula, charge and spin**: 44.7 kcal/mol
**F_max**: 5.74 eV/Å
**2S+1**: 1
**Net charge**: +1
**Highest occupied orbital energy**: -17.4 eV